# C8H10ClN2

A cluster of 3 separate species, C8H10ClN2 in total in a non-equilibrium geometry (ωB97M-V with the def2-TZVPD basis set, OMol25).

charge = -1
DFT total energy = -880.54634 hartree
gap between HOMO and LUMO = 5.8 eV

XYZ file:
```
21
Properties=species:S:1:pos:R:3:nbo_charge:R:1
Cl 2.811 1.254 1.212 -1.0000
N -4.341 -0.421 7.962 -0.5084
C -4.842 -0.900 6.743 -0.1194
C -4.034 -0.470 5.653 -0.2843
C -3.030 0.318 6.204 -0.3133
C -3.221 0.192 7.619 -0.0541
H -4.513 -0.614 8.938 0.4197
H -5.757 -1.469 6.667 0.1999
H -4.142 -0.596 4.586 0.2319
H -2.207 0.812 5.711 0.2391
H -2.742 0.592 8.501 0.1889
N 3.723 0.144 -5.781 -0.5186
C 3.243 -0.930 -6.573 -0.0846
C 3.212 -0.513 -7.879 -0.3028
C 3.856 0.794 -8.014 -0.3296
C 4.018 1.217 -6.636 -0.0556
H 3.761 0.178 -4.773 0.4311
H 2.816 -1.802 -6.102 0.2132
H 2.939 -1.114 -8.735 0.2103
H 3.996 1.183 -9.012 0.2241
H 4.453 2.144 -6.294 0.2125
```

=====

# C8H10ClN2O

The ion C8H10ClN2O with charge +1 in a non-equilibrium geometry (ωB97M-V with the def2-TZVPD basis set, OMol25).

SMILES string = [NH2+]=C(/N=C1/C=CCCC1)C(=O)Cl
charge = +1
DFT total energy = -955.46136 hartree
gap between HOMO and LUMO = 9.2 eV

XYZ file:
```
22
Properties=species:S:1:pos:R:3:nbo_charge:R:1
N -3.538 2.085 0.084 -0.7521
C -2.882 0.954 -0.138 0.4529
N -1.652 0.758 -0.464 -0.4633
C -0.749 -0.172 -0.321 0.4975
C 0.015 -0.797 -1.394 -0.3338
C 1.229 -1.254 -1.212 0.0050
C 2.070 -0.641 -0.152 -0.4690
C 1.318 0.329 0.752 -0.3840
C -0.122 -0.178 1.057 -0.4602
C -3.809 -0.660 0.001 0.4489
O -3.163 -1.628 -0.098 -0.4448
Cl -5.431 -0.507 0.216 0.1367
H -4.513 1.934 0.322 0.4309
H -3.128 2.951 -0.109 0.4310
H -0.493 -1.005 -2.242 0.2374
H 1.890 -1.784 -1.947 0.2466
H 2.520 -1.464 0.450 0.2382
H 2.961 -0.088 -0.527 0.2539
H 1.823 0.357 1.729 0.2462
H 1.337 1.156 0.119 0.2172
H -0.591 0.474 1.643 0.2193
H -0.087 -1.180 1.490 0.2452
```

=====

# C8H10CoO5

A structure of composition C8H10CoO5 in a non-equilibrium geometry (ωB97M-V with the def2-TZVPD basis set, OMol25).

2S+1 = 5
charge = +3
DFT total energy = -2068.32833 hartree
gap between HOMO and LUMO (alpha / beta) = 9.3 / 6.2 eV

XYZ file:
```
24
Properties=species:S:1:pos:R:3:lowdin_spin:R:1
Co -0.027 0.696 -1.314 2.3551
C -0.103 0.950 0.480 0.1070
O -0.081 0.934 1.643 -0.0118
C -0.094 2.434 -1.170 0.0910
O -0.143 3.563 -1.376 0.0448
C -1.658 -0.202 -1.234 0.0737
O -2.626 -0.842 -1.263 0.0237
C 1.631 -0.087 -1.111 0.0704
O 2.642 -0.641 -1.257 0.0257
C 0.000 -1.076 -3.483 0.1190
H 0.941 -1.632 -3.363 0.0021
H -0.926 -1.665 -3.411 0.0020
C -0.011 0.233 -3.755 0.0861
H -0.953 0.776 -3.950 0.0048
H 0.927 0.784 -3.946 0.0050
C -0.105 -3.044 2.973 0.1349
C 0.655 -3.015 1.665 0.1918
O -0.151 -2.224 0.805 0.4886
H -0.505 -2.039 3.130 0.0118
H 0.382 -3.419 3.901 0.0038
H -0.982 -3.694 2.838 0.0422
H 1.685 -2.619 1.753 0.1065
H 0.725 -4.044 1.288 0.0202
H -0.271 -2.729 -0.055 0.0017
```

=====

# C8H10F3NRe

A structure of composition C8H10F3NRe in a non-equilibrium geometry (ωB97M-V with the def2-TZVPD basis set, OMol25).

2S+1 = 4
charge = 0
DFT total energy = -743.27824 hartree
gap between HOMO and LUMO (alpha / beta) = 7.0 / 7.4 eV

XYZ file:
```
23
Properties=species:S:1:pos:R:3:lowdin_spin:R:1
C 1.408 -1.702 -0.027 0.1104
C 0.724 -1.263 -1.208 0.0551
C -0.701 -1.235 -0.930 0.0178
C -0.893 -1.753 0.385 0.1042
C 0.400 -2.071 0.931 0.0974
Re 0.311 0.190 0.449 1.1865
N 0.298 0.035 2.219 0.8161
C 1.286 1.776 -0.561 0.1406
C 0.336 1.389 -1.558 0.2563
H -1.477 -0.971 -1.650 0.0012
H 1.190 -1.031 -2.168 0.0037
H -1.854 -1.907 0.865 0.0058
H 0.590 -2.568 1.872 0.0042
H 2.490 -1.807 0.069 0.0155
H 0.732 0.930 -2.470 0.0087
H 1.150 2.710 0.001 0.0193
H 0.237 -0.113 3.226 0.0346
H -0.568 1.969 -1.748 0.0131
H 2.342 1.488 -0.682 0.0265
F -2.163 1.022 1.926 0.0117
C -1.648 1.318 0.684 0.0519
F -2.596 0.915 -0.231 -0.0033
F -1.593 2.678 0.606 0.0224
```

=====

# C8H10F3NSc

A structure of composition C8H10F3NSc in a non-equilibrium geometry (ωB97M-V with the def2-TZVPD basis set, OMol25).

charge = -1
DFT total energy = -1425.84068 hartree
gap between HOMO and LUMO (alpha / beta) = 5.3 / 4.7 eV

XYZ file:
```
23
Properties=species:S:1:pos:R:3:nbo_charge:R:1
C 0.871 1.002 -1.883 -0.3629
C 0.010 1.917 -1.177 -0.3301
C -1.354 1.492 -1.369 -0.3785
C -1.335 0.319 -2.220 -0.3815
C 0.046 -0.002 -2.506 -0.4053
Sc -0.308 -0.249 -0.283 1.3065
N 1.474 -0.830 1.066 -1.0059
C 1.918 -0.270 2.276 -0.2508
C 0.795 0.760 2.071 -0.6420
H -2.246 2.000 -1.000 0.2374
H 0.326 2.812 -0.642 0.2359
H -2.212 -0.223 -2.586 0.2431
H 0.394 -0.824 -3.140 0.2360
H 1.957 1.081 -1.970 0.2374
H 1.070 1.744 1.670 0.1649
H 2.933 0.176 2.242 0.1288
H 2.117 -1.595 0.778 0.2858
H -0.049 0.764 2.774 0.1731
H 1.740 -0.930 3.146 0.1392
F -1.808 -3.084 -0.289 -0.4037
C -1.773 -1.989 0.567 0.5614
F -3.093 -1.560 0.661 -0.4064
F -1.474 -2.511 1.813 -0.3823
```

=====

# C8H10FNOPtSSeTe

A structure of composition C8H10FNOPtSSeTe (ωB97M-V with the def2-TZVPD basis set, OMol25).

2S+1 = 3
charge = -2
DFT total energy = -3727.57985 hartree
gap between HOMO and LUMO (alpha / beta) = 3.6 / 4.5 eV

XYZ file:
```
25
Properties=species:S:1:pos:R:3:lowdin_spin:R:1
Pt -1.448 1.219 -0.972 0.6527
Se -1.010 2.473 -2.931 0.7892
O -4.608 -0.119 1.791 0.1338
S -4.126 0.686 0.635 0.1722
N -2.689 1.124 0.599 0.0663
F 0.948 -4.419 -2.023 0.0013
C 0.443 -3.166 -1.757 0.0045
C 1.278 -2.074 -1.861 0.0029
C 0.751 -0.807 -1.601 0.0227
C -0.589 -0.610 -1.239 0.1072
C -1.377 -1.761 -1.139 0.0264
C -0.877 -3.041 -1.395 0.0031
H 2.315 -2.213 -2.147 0.0009
H 1.397 0.059 -1.693 0.0036
H -2.415 -1.660 -0.837 0.0064
H -1.501 -3.923 -1.312 0.0010
C 2.395 3.212 2.078 -0.0045
Te 0.898 2.517 0.643 0.0003
C 0.613 0.826 1.903 0.0063
H 3.215 2.495 2.157 -0.0002
H 1.932 3.353 3.057 -0.0003
H 2.788 4.169 1.725 -0.0001
H 0.415 1.177 2.916 0.0004
H 1.503 0.197 1.878 0.0001
H -0.252 0.285 1.527 0.0039
```

=====

# C8H10HgN2S

A structure of composition C8H10HgN2S in a non-equilibrium geometry (ωB97M-V with the def2-TZVPD basis set, OMol25).

charge = -2
DFT total energy = -971.72184 hartree
gap between HOMO and LUMO (alpha / beta) = 2.9 / 3.2 eV

XYZ file:
```
22
Properties=species:S:1:pos:R:3:nbo_charge:R:1
C -0.974 1.691 -2.085 -0.3482
C 0.412 1.504 -2.446 -0.5281
C 1.217 1.972 -1.312 -0.4947
C 0.294 2.411 -0.297 -0.3192
C -1.024 2.206 -0.773 -0.3175
Hg 0.968 -0.333 -1.221 0.5542
N -0.883 -1.272 1.188 -0.9487
C -0.121 -2.471 0.895 -0.3367
C 0.868 -2.246 -0.263 -0.9622
H 2.286 2.190 -1.358 0.2285
H 0.805 1.354 -3.455 0.2324
H 0.568 2.897 0.642 0.2075
H -1.932 2.445 -0.218 0.2011
H -1.827 1.519 -2.741 0.1966
H 0.688 -2.980 -1.057 0.1969
H -0.899 -3.210 0.653 0.1842
H -1.873 -1.432 1.372 0.2827
H 1.895 -2.359 0.112 0.1985
H 0.430 -2.792 1.800 0.1683
S -0.252 0.003 2.053 0.2032
C -0.315 -0.418 3.681 -0.0849
N -0.331 -0.680 4.829 -0.5139
```

=====

# C8H10IN2

A cluster of 2 separate species, C8H10IN2 in total in a non-equilibrium geometry (ωB97M-V with the def2-TZVPD basis set, OMol25).

charge = +1
DFT total energy = -717.60916 hartree
gap between HOMO and LUMO (alpha / beta) = 7.2 / 6.5 eV

XYZ file:
```
21
Properties=species:S:1:pos:R:3:nbo_charge:R:1
C -0.787 2.429 -0.008 0.0240
C -1.573 0.822 1.292 0.0344
C 0.202 1.566 -0.549 0.1921
C -0.744 -0.149 0.783 0.2367
C 2.197 -1.477 -0.308 -0.3998
C 1.283 -0.558 -0.222 0.3761
C 1.062 1.836 -1.754 -0.6649
C -1.052 -1.606 1.186 -0.6513
N -1.534 2.016 1.014 -0.3334
N 0.278 0.246 -0.035 -0.3453
I -1.774 -5.111 0.414 0.0181
H -0.883 3.398 -0.616 0.2464
H -2.378 0.437 2.012 0.2183
H 1.988 -2.255 -1.064 0.2764
H 3.078 -1.388 0.257 0.2707
H 0.494 2.552 -2.312 0.2551
H 2.078 2.259 -1.591 0.2635
H 1.120 0.903 -2.317 0.2354
H -0.071 -1.948 1.626 0.2429
H -1.884 -1.612 1.765 0.2452
H -1.099 -2.358 0.428 0.2595
```

=====

# C8H10N2O2

A cluster of 2 separate species, C8H10N2O2 in total in a non-equilibrium geometry (ωB97M-V with the def2-TZVPD basis set, OMol25).

SMILES string = CNc1c#cccc1.NC(=O)O
charge = 0
DFT total energy = -570.64710 hartree
gap between HOMO and LUMO = 7.6 eV

XYZ file:
```
22
Properties=species:S:1:pos:R:3:nbo_charge:R:1
C -0.421 -2.445 -0.863 -0.3999
N 0.144 -1.519 0.044 -0.5726
C 0.791 -0.397 -0.308 0.1656
C 1.399 -0.150 -1.531 -0.0930
C 2.392 0.657 -1.637 0.1072
C 2.816 1.602 -0.745 -0.3555
C 2.226 1.502 0.516 -0.2005
C 1.231 0.550 0.681 -0.3219
H 0.164 -2.202 -1.796 0.2170
H -0.271 -3.475 -0.580 0.2022
H -1.446 -2.265 -1.076 0.1889
H -0.263 -1.421 1.056 0.3928
H 3.569 2.366 -1.031 0.2247
H 2.657 1.997 1.310 0.2277
H 0.514 0.628 1.631 0.2150
N -1.044 1.602 -0.549 -0.7943
C -2.349 1.427 -0.086 0.8900
O -3.379 1.998 -0.196 -0.6057
O -2.169 0.463 0.803 -0.7282
H -0.407 1.541 0.013 0.3658
H -1.015 2.483 -0.956 0.3733
H -2.994 0.178 1.306 0.5012
```

=====

# C8H10N2OS

An isolated molecule of C8H10N2OS in a non-equilibrium geometry (ωB97M-V with the def2-TZVPD basis set, OMol25).

SMILES string = O=c1cc(C2=CCNCC2)s[nH]1
charge = 0
DFT total energy = -893.74560 hartree
gap between HOMO and LUMO = 8.5 eV

XYZ file:
```
22
Properties=species:S:1:pos:R:3:nbo_charge:R:1
O -1.405 -3.855 -2.417 -0.6114
C -0.744 -2.873 -2.197 0.5965
C -1.028 -1.894 -1.176 -0.3316
C 0.041 -1.018 -0.993 -0.1486
C 0.083 0.048 -0.007 -0.0630
C -0.699 -0.027 1.129 -0.1281
C -0.693 1.005 2.232 -0.2612
N 0.429 1.979 2.103 -0.6342
C 0.771 2.409 0.737 -0.2046
C 1.065 1.173 -0.104 -0.4491
S 1.369 -1.392 -2.045 0.5312
N 0.438 -2.592 -2.832 -0.7507
H -1.983 -1.857 -0.682 0.2394
H -1.296 -0.905 1.325 0.2114
H -1.632 1.598 2.177 0.1909
H -0.645 0.474 3.244 0.2166
H 0.263 2.846 2.657 0.3642
H -0.079 2.928 0.286 0.1612
H 1.645 3.090 0.748 0.2085
H 1.168 1.440 -1.169 0.2162
H 2.039 0.835 0.206 0.2219
H 0.893 -3.412 -3.224 0.4246
```

=====

# C8H10N2OTm

A structure of composition C8H10N2OTm in a non-equilibrium geometry (ωB97M-V with the def2-TZVPD basis set, OMol25).

2S+1 = 3
charge = -1
DFT total energy = -1580.84848 hartree
gap between HOMO and LUMO (alpha / beta) = 6.5 / 6.5 eV

XYZ file:
```
22
Properties=species:S:1:pos:R:3:lowdin_spin:R:1
C -0.436 1.086 -1.849 -0.0011
C 0.980 1.266 -1.637 -0.0012
C 1.161 2.124 -0.489 0.0009
C -0.156 2.495 -0.006 -0.0008
C -1.139 1.833 -0.833 -0.0011
Tm 0.102 -0.002 0.434 2.0117
N -1.445 -1.448 0.179 -0.0015
C -0.366 -2.378 -0.247 -0.0005
C 1.052 -1.897 -0.466 -0.0045
H 2.118 2.341 0.003 0.0002
H 1.775 0.762 -2.193 0.0000
H -0.368 3.038 0.922 0.0001
H -2.224 1.878 -0.714 0.0002
H -0.897 0.483 -2.634 0.0000
H 1.399 -1.812 -1.501 -0.0002
H -0.305 -3.203 0.483 -0.0002
H -2.396 -1.740 0.270 0.0001
H 1.806 -2.124 0.308 0.0003
H -0.726 -2.770 -1.208 -0.0001
O -0.010 -0.009 4.917 0.0000
C 0.010 0.014 3.740 0.0002
N 0.063 0.063 2.523 -0.0024
```